Entry 1:
Entry from the OMol25 dataset: C52H34Cl4N6OTl as an isolated structure (the ωB97M-V functional and the def2-TZVPD basis).

Calculated values
HOMO energy (alpha / beta)   -2.5624 / -2.5928 eV
LUMO level (alpha / beta)   0.0735 / 0.0731 Eh
Frontier orbital gap (alpha / beta)   4.56 / 4.58 eV
Maximum force   0.4 eV/Å
Net charge   -1

Positions of all 98 atoms, in Å:
Tl1 0.075 0.212 0.271
Cl1 7.654 -5.495 -0.209
C1 6.305 -4.409 0.018
C2 5.455 -4.586 1.097
C3 4.374 -3.732 1.259
C4 4.112 -2.696 0.358
C5 5.004 -2.539 -0.706
C6 6.094 -3.381 -0.883
C7 2.921 -1.818 0.505
C8 1.643 -2.493 0.602
C9 1.419 -3.876 0.517
C10 0.066 -4.101 0.775
C11 -0.541 -2.851 0.996
C12 -1.934 -2.570 1.311
C13 -2.795 -3.687 1.772
C14 -2.959 -4.884 1.072
C15 -3.774 -5.905 1.542
C16 -4.459 -5.738 2.729
Cl2 -5.495 -7.014 3.321
C17 -4.336 -4.561 3.450
C18 -3.508 -3.559 2.972
C19 -2.540 -1.306 1.256
N1 -1.925 -0.082 1.083
C20 -2.895 0.907 0.997
C21 -2.675 2.277 0.826
C22 -3.882 3.149 0.812
C23 -4.204 3.913 -0.310
C24 -5.340 4.710 -0.344
C25 -6.173 4.743 0.760
Cl3 -7.614 5.732 0.721
C26 -5.881 4.006 1.894
C27 -4.736 3.221 1.913
C28 -1.417 2.949 0.654
C29 -1.216 4.341 0.554
C30 0.152 4.562 0.441
C31 0.790 3.306 0.492
N2 -0.184 2.341 0.616
C32 2.208 3.051 0.447
C33 2.829 1.799 0.500
C34 4.245 1.555 0.593
C35 4.442 0.206 0.620
C36 3.154 -0.437 0.542
N3 2.203 0.565 0.509
C37 3.096 4.236 0.322
C38 3.064 5.280 1.247
C39 3.875 6.398 1.114
C40 4.748 6.478 0.043
Cl4 5.769 7.884 -0.137
C41 4.818 5.458 -0.889
C42 3.990 4.353 -0.745
C43 -4.178 0.261 1.102
C44 -3.965 -1.072 1.272
N4 0.434 -1.881 0.888
H1 5.640 -5.384 1.804
H2 3.717 -3.862 2.111
H3 4.834 -1.736 -1.413
H4 6.768 -3.244 -1.718
H5 2.154 -4.629 0.275
H6 -0.402 -5.069 0.823
H7 -2.477 -5.016 0.113
H8 -3.888 -6.824 0.981
H9 -4.877 -4.434 4.379
H10 -3.389 -2.650 3.550
H11 -3.548 3.875 -1.172
H12 -5.581 5.301 -1.218
H13 -6.538 4.050 2.753
H14 -4.490 2.649 2.799
H15 -1.986 5.095 0.587
H16 0.636 5.519 0.329
H17 5.002 2.319 0.676
H18 5.383 -0.309 0.727
H19 2.398 5.207 2.098
H20 3.835 7.200 1.839
H21 5.505 5.531 -1.722
H22 4.024 3.563 -1.485
H23 -5.132 0.759 1.019
H24 -4.713 -1.847 1.349
C45 -2.922 1.297 -3.715
C46 -2.170 0.456 -2.711
O1 -1.590 0.969 -1.770
N5 -2.188 -0.886 -2.927
C47 -1.449 -1.831 -2.090
C48 0.026 -1.812 -2.417
C49 0.608 -2.783 -3.214
C50 1.934 -2.647 -3.586
C51 2.623 -1.520 -3.182
C52 1.978 -0.607 -2.360
N6 0.718 -0.761 -1.963
H25 -3.451 2.076 -3.170
H26 -3.628 0.719 -4.310
H27 -2.201 1.779 -4.377
H28 -2.578 -1.221 -3.790
H29 -1.868 -2.822 -2.247
H30 -1.618 -1.565 -1.049
H31 0.023 -3.638 -3.530
H32 2.424 -3.409 -4.180
H33 3.652 -1.355 -3.469
H34 2.489 0.273 -1.984

Entry 2:
Entry from the OMol25 dataset: C11H22N3OZn as an isolated structure at a distorted geometry (the ωB97M-V functional and the def2-TZVPD basis).

Calculated values
HOMO energy (alpha / beta)   -1.8026 / -0.8018 eV
LUMO level (alpha / beta)   0.1052 / 0.1040 Eh
Frontier orbital gap (alpha / beta)   4.66 / 3.63 eV
Maximum force   3.3 eV/Å
Net charge   -1

Positions of all 38 atoms, in Å:
C1 -0.216 -1.317 -4.547
Zn1 -1.768 -0.503 -2.388
N1 -3.457 0.661 -2.526
H1 -0.587 -0.036 -6.585
H2 -4.238 0.122 -2.144
H3 -0.181 -0.338 -7.127
H4 -0.265 -2.285 -5.106
H5 0.178 -1.433 -3.477
H6 0.403 -0.531 -5.035
H7 -3.486 1.569 -2.041
H8 -3.682 0.851 -3.509
C2 1.178 3.156 3.075
C3 2.039 2.000 2.619
N2 1.281 1.075 1.759
C4 2.169 0.370 0.804
C5 3.020 -0.714 1.418
C6 0.254 0.362 2.399
O1 -0.047 0.524 3.577
C7 -0.579 -0.585 1.572
C8 -1.307 -1.634 2.151
C9 -2.041 -2.467 1.320
C10 -2.102 -2.231 -0.046
N3 -1.482 -1.147 -0.576
C11 -0.729 -0.320 0.213
H9 0.900 3.802 2.237
H10 1.751 3.758 3.778
H11 0.281 2.801 3.572
H12 2.895 2.355 2.033
H13 2.423 1.442 3.498
H14 1.580 -0.047 -0.018
H15 2.806 1.136 0.359
H16 2.410 -1.498 1.860
H17 3.665 -1.175 0.671
H18 3.665 -0.300 2.194
H19 -1.243 -1.780 3.218
H20 -2.563 -3.325 1.713
H21 -2.662 -2.894 -0.696
H22 -0.262 0.576 -0.217

Entry 3:
Entry from the OMol25 dataset: one molecule with the formula C3H3ClFN at a distorted geometry (the ωB97M-V functional and the def2-TZVPD basis).

Calculated values
HOMO energy   -9.5258 eV
LUMO level   0.0294 Eh
Structure (SMILES)   C=N/C(Cl)=C/F
Frontier orbital gap   10.33 eV
Energy relative to the best compared isomer or geometry (same formula, charge and spin)   53.82 kcal/mol
Maximum force   4.7 eV/Å

Positions of all 9 atoms, in Å:
C1 0.298 -0.529 -0.573
N1 0.568 0.496 -1.219
C2 -0.576 1.590 -1.243
Cl1 -1.327 2.148 -2.612
C3 -0.951 1.883 -0.006
F1 -1.710 2.980 0.306
H1 1.017 -1.378 -0.368
H2 -0.798 -0.899 -0.159
H3 -0.528 1.394 0.947

Entry 4:
Entry from the OMol25 dataset: C32H43N6O4PS3W as an isolated structure (the ωB97M-V functional and the def2-TZVPD basis).

Calculated values
HOMO energy (alpha / beta)   -15.5366 / -15.5433 eV
Multiplicity   2
LUMO level (alpha / beta)   -0.3763 / -0.3683 Eh
Frontier orbital gap (alpha / beta)   5.30 / 5.52 eV
Energy relative to the best compared isomer or geometry (same formula, charge and spin)   0.00 kcal/mol
Maximum force   0.6 eV/Å
Net charge   +3

Positions of all 90 atoms, in Å:
W1 -0.243 0.778 -0.003
N1 -0.564 8.588 -0.529
C1 -0.134 7.327 -0.529
C2 -0.980 6.275 -0.974
C3 -0.539 4.986 -0.984
C4 0.770 4.698 -0.547
C5 1.628 5.730 -0.105
C6 1.180 7.016 -0.092
S1 1.374 3.136 -0.555
O1 0.554 2.228 -1.452
O2 2.784 3.053 -0.649
N2 0.859 2.226 0.754
C7 0.331 2.459 2.023
N3 0.596 3.434 2.833
C8 -0.097 3.393 3.985
C9 -1.024 2.399 4.270
C10 -1.238 1.419 3.316
N4 -0.539 1.450 2.178
H1 -1.483 8.831 -0.859
H2 0.036 9.345 -0.244
H3 -1.975 6.512 -1.328
H4 -1.177 4.197 -1.361
H5 2.637 5.500 0.210
H6 1.834 7.813 0.237
H7 0.107 4.188 4.692
H8 -1.568 2.391 5.203
H9 -1.950 0.617 3.456
C11 -1.247 -4.338 4.628
C12 -1.256 -4.751 3.143
C13 -2.613 -5.381 2.791
C14 -0.148 -5.775 2.895
C15 -1.051 -3.485 2.337
C16 -2.060 -2.515 2.251
C17 -1.848 -1.353 1.558
N5 -0.680 -1.088 0.931
C18 0.296 -2.024 0.966
C19 0.138 -3.204 1.662
C20 1.478 -1.697 0.151
C21 2.577 -2.512 0.007
C22 3.601 -2.177 -0.886
C23 3.419 -1.009 -1.634
C24 2.310 -0.223 -1.449
N6 1.362 -0.535 -0.536
C25 4.827 -3.042 -1.089
C26 4.758 -3.619 -2.516
C27 4.896 -4.189 -0.082
C28 6.084 -2.166 -0.945
H10 -1.408 -5.224 5.243
H11 -2.043 -3.627 4.855
H12 -0.290 -3.898 4.914
H13 -2.720 -6.316 3.338
H14 -2.685 -5.608 1.726
H15 -3.456 -4.749 3.073
H16 -0.372 -6.683 3.452
H17 0.825 -5.423 3.242
H18 -0.076 -6.051 1.840
H19 -3.018 -2.670 2.725
H20 -2.619 -0.599 1.467
H21 0.937 -3.929 1.663
H22 2.643 -3.423 0.580
H23 4.146 -0.704 -2.372
H24 2.157 0.680 -2.018
H25 3.874 -4.245 -2.650
H26 5.638 -4.237 -2.690
H27 4.748 -2.836 -3.274
H28 4.076 -4.899 -0.209
H29 4.904 -3.829 0.950
H30 5.821 -4.742 -0.236
H31 6.137 -1.385 -1.704
H32 6.966 -2.794 -1.063
H33 6.135 -1.699 0.040
C29 -2.194 3.923 -4.877
C30 -2.479 2.518 -4.429
O3 -2.290 2.481 -2.947
P1 -2.535 1.219 -2.090
S2 -2.460 1.761 -0.116
S3 -1.066 -0.163 -2.164
O4 -3.908 0.659 -2.527
C31 -4.584 -0.535 -1.974
C32 -5.884 -0.702 -2.711
H34 -2.290 3.967 -5.962
H35 -1.180 4.221 -4.613
H36 -2.908 4.623 -4.446
H37 -1.782 1.795 -4.853
H38 -3.504 2.213 -4.623
H39 -4.731 -0.349 -0.910
H40 -3.910 -1.379 -2.118
H41 -6.525 0.167 -2.575
H42 -6.401 -1.576 -2.315
H43 -5.711 -0.861 -3.774

Entry 5:
Entry from the OMol25 dataset: C7H6O6SSm as an isolated structure at a distorted geometry (the ωB97M-V functional and the def2-TZVPD basis).

Calculated values
HOMO energy (alpha / beta)   -22.2246 / -22.3361 eV
Multiplicity   6
LUMO level (alpha / beta)   -0.6117 / -0.5984 Eh
Frontier orbital gap (alpha / beta)   5.58 / 6.05 eV
Energy relative to the best compared isomer or geometry (same formula, charge and spin)   503.54 kcal/mol
Maximum force   19.4 eV/Å
Net charge   +3

Positions of all 21 atoms, in Å:
O1 4.629 0.139 -1.037
C1 3.503 0.051 -0.818
Sm1 1.633 -0.095 -0.453
O2 1.016 0.432 -3.404
C2 1.248 0.234 -2.296
C3 2.018 -0.424 1.390
O3 2.250 -0.622 2.498
C4 1.555 1.782 -0.101
O4 1.508 2.911 0.110
C5 1.711 -1.972 -0.804
O5 1.758 -3.101 -1.016
C6 -2.724 0.768 -0.482
S1 -1.376 0.731 0.749
C7 -2.164 -0.529 1.808
O6 -0.577 -0.317 -0.044
H1 -3.625 1.228 -0.027
H2 -2.978 -0.251 -0.844
H3 -2.409 1.389 -1.346
H4 -2.451 -1.433 1.229
H5 -1.456 -0.823 2.609
H6 -3.071 -0.097 2.280

Entry 6:
Entry from the OMol25 dataset: an isolated ion of composition C8H14NO and charge +1 at a distorted geometry (the ωB97M-V functional and the def2-TZVPD basis).

Calculated values
HOMO energy (alpha / beta)   -11.5550 / -11.5547 eV
LUMO level (alpha / beta)   -0.1286 / -0.1286 Eh
Frontier orbital gap (alpha / beta)   8.06 / 8.06 eV
Energy relative to the best compared isomer or geometry (same formula, charge and spin)   134.89 kcal/mol
Maximum force   3.7 eV/Å
Net charge   +1

Positions of all 24 atoms, in Å:
C1 0.198 0.872 0.601
C2 -1.175 0.998 -0.101
C3 0.445 -0.602 0.549
C4 1.087 1.642 -0.382
C5 -1.715 -0.201 -0.126
C6 1.647 2.890 0.188
C7 -3.043 -0.695 -0.493
C8 2.097 -1.945 -0.573
N1 -0.862 -1.268 0.293
O1 1.312 -0.757 -0.478
H1 0.273 1.228 1.612
H2 -1.728 1.968 -0.308
H3 0.918 -1.086 1.479
H4 2.679 3.020 -0.151
H5 1.509 3.043 1.285
H6 1.259 3.755 -0.421
H7 -3.705 0.127 -0.824
H8 -3.492 -1.167 0.288
H9 -2.916 -1.355 -1.337
H10 1.567 -2.667 -1.135
H11 2.354 -2.255 0.456
H12 3.074 -1.765 -0.975
H13 -0.693 -1.889 -0.488
H14 -1.089 -1.892 1.039

Entry 7:
Entry from the OMol25 dataset: C19H18N2PdS2 as an isolated structure at a distorted geometry (the ωB97M-V functional and the def2-TZVPD basis).

Calculated values
HOMO energy (alpha / beta)   -6.9643 / -6.9482 eV
LUMO level (alpha / beta)   -0.0309 / -0.0300 Eh
Frontier orbital gap (alpha / beta)   6.12 / 6.13 eV
Maximum force   1.7 eV/Å

Positions of all 42 atoms, in Å:
Pd1 1.079 -0.400 -0.099
C1 0.263 3.150 2.236
C2 -1.109 3.288 2.071
C3 -1.794 2.481 1.187
C4 -1.123 1.478 0.479
C5 0.257 1.297 0.706
C6 0.946 2.162 1.540
C7 -1.723 0.616 -0.525
C8 -3.035 0.713 -1.026
C9 -3.449 -0.114 -2.035
C10 -2.549 -1.051 -2.599
C11 -2.858 -1.903 -3.672
C12 -1.909 -2.751 -4.190
C13 -0.617 -2.784 -3.653
C14 -0.285 -1.981 -2.592
C15 -1.241 -1.103 -2.047
N1 -0.880 -0.302 -1.022
H1 0.795 3.800 2.918
H2 -1.642 4.043 2.631
H3 -2.856 2.621 1.048
H4 2.025 2.078 1.650
H5 -3.710 1.445 -0.611
H6 -4.455 -0.048 -2.425
H7 -3.852 -1.872 -4.094
H8 -2.149 -3.387 -5.029
H9 0.129 -3.436 -4.085
H10 0.719 -1.982 -2.158
S1 2.221 -2.508 0.328
C16 2.190 -1.276 1.506
N2 1.442 -1.411 2.665
C17 1.667 -0.389 3.664
C18 3.168 -0.137 3.647
S2 3.657 -0.319 1.893
H11 0.500 -1.773 2.563
H12 1.337 -0.752 4.640
H13 1.119 0.536 3.420
H14 3.713 -0.888 4.222
H15 3.434 0.861 3.985
C19 2.486 0.424 -1.624
H16 3.230 1.019 -1.090
H17 1.925 1.020 -2.342
H18 2.930 -0.464 -2.081

Entry 8:
Entry from the OMol25 dataset: a 4-piece molecular cluster, C14H38FO7P overall (the ωB97M-V functional and the def2-TZVPD basis).

Calculated values
HOMO energy   -9.0158 eV
LUMO level   0.0235 Eh
Structure (SMILES)   CCO[PH3]F.COCCOC.COCCOC.COCCOC
Frontier orbital gap   9.66 eV
Maximum force   0.9 eV/Å

Positions of all 61 atoms, in Å:
C1 5.398 -3.301 -1.119
C2 4.433 -4.449 -0.803
O1 3.424 -4.078 0.121
P1 2.011 -3.365 -0.510
F1 0.618 -2.667 -1.124
H1 5.262 -2.494 -0.406
H2 5.271 -2.917 -2.127
H3 6.417 -3.653 -0.998
H4 4.037 -4.903 -1.714
H5 5.015 -5.228 -0.316
H6 2.545 -3.297 -1.800
H7 2.182 -2.245 0.305
H8 1.226 -4.410 -0.024
C3 -4.329 -0.473 -2.962
O2 -3.117 0.042 -3.485
C4 -2.777 1.314 -2.955
C5 -1.710 1.208 -1.887
O3 -2.192 0.526 -0.741
C6 -1.749 -0.823 -0.668
H9 -4.400 -1.517 -3.266
H10 -4.354 -0.417 -1.871
H11 -5.186 0.073 -3.370
H12 -3.664 1.815 -2.555
H13 -2.389 1.917 -3.782
H14 -1.429 2.219 -1.571
H15 -0.816 0.717 -2.284
H16 -0.695 -0.863 -0.394
H17 -1.898 -1.349 -1.612
H18 -2.332 -1.319 0.108
C7 6.844 2.464 2.887
O4 5.551 2.042 2.490
C8 5.431 1.841 1.091
C9 5.493 0.373 0.730
O5 6.771 -0.183 0.996
C10 6.812 -0.944 2.191
H19 6.893 2.397 3.973
H20 7.624 1.832 2.458
H21 7.015 3.505 2.591
H22 6.204 2.397 0.552
H23 4.456 2.236 0.789
H24 5.315 0.267 -0.346
H25 4.713 -0.183 1.259
H26 6.286 -1.896 2.058
H27 6.371 -0.401 3.030
H28 7.857 -1.150 2.415
C11 -4.612 1.348 0.748
O6 -5.634 1.543 -0.221
C12 -6.792 0.761 0.017
C13 -7.903 1.577 0.641
O7 -7.569 2.009 1.950
C14 -7.153 3.362 2.005
H29 -3.861 2.117 0.594
H30 -5.003 1.429 1.766
H31 -4.145 0.374 0.611
H32 -6.554 -0.101 0.648
H33 -7.136 0.386 -0.953
H34 -8.797 0.951 0.726
H35 -8.148 2.432 0.003
H36 -8.009 4.032 1.868
H37 -6.395 3.581 1.249
H38 -6.727 3.536 2.991

| no. | E (Eh) |
| --- | --- |
| 1 | -4419.109612 |
| 2 | -2451.017582 |
| 3 | -730.828188 |
| 4 | -3476.993614 |
| 5 | -1775.969940 |
| 6 | -442.771903 |
| 7 | -1768.527434 |
| 8 | -1523.957119 |